19
Properties=species:S:1:pos:R:3:forces:R:3 method="wB97M-V/def2-TZVPD" max_force_ha_per_bohr=0.0868 relative_energy_kcal_mol=24.11 e_homo_ev=-14.5 gap_ha=0.40193 total_charge=+1
O 1.37384 1.74406 0.05584 1.038 -1.215 -0.469
C 1.55218 0.54475 0.18976 -1.993 2.279 1.374
C 0.44659 -0.10814 1.08434 1.270 -0.888 0.429
C -0.48895 -1.10536 0.32365 -1.477 -1.677 2.853
C -0.07032 -1.52244 -1.05979 1.379 1.052 0.282
O 1.18851 -1.90203 -0.85245 1.805 -1.874 -0.359
O -0.55294 -1.36533 -2.13103 -1.001 -0.332 0.135
N -0.33119 0.98592 1.82863 -1.868 -1.513 -1.130
H 2.38344 -0.04421 -0.19840 -0.025 0.073 -0.072
H 0.91226 -0.65392 1.93645 0.081 0.200 -0.890
H -1.49337 -0.72978 0.22863 -0.454 0.360 0.247
H -0.53610 -2.06538 1.08099 -0.098 2.107 -2.357
H 1.58077 -2.44670 -1.56443 -0.323 0.546 -0.042
H -0.73381 0.51415 2.67392 0.264 0.851 -0.855
H 0.19878 1.80578 2.09230 0.564 0.129 -0.049
H -1.13367 1.30715 1.17734 0.616 -0.094 0.773
H -1.98744 2.88597 -0.03443 -0.517 1.444 -0.454
H -3.18505 1.83078 -0.09466 -3.245 0.226 -0.525
O -2.29996 2.00354 0.01191 3.983 -1.674 1.113